Record 1
Below is the molecule C3H6N4O in a non-equilibrium geometry, with properties calculated with the ωB97M-V functional and the def2-TZVPD basis.

Results
- SMILES string = [H]/N=c1/cc(N)[nH]n1O
- energy relative to the best compared isomer or geometry (same formula, charge and spin) (kcal/mol) = 98.01
- spin multiplicity = 1
- DFT total energy (eV) = -11212.5263
- frontier orbital gap (eV) = 8.79
- HOMO energy (eV) = -8.282

Element x y z (Å)
C: -1.057544 -0.050238 -0.073015
C: -0.271209 1.044600 0.263814
C: 1.034446 0.731138 -0.143172
H: -2.927824 -0.701879 0.654078
H: -2.944639 0.867199 0.146446
H: -0.808827 2.053090 0.300965
H: 2.891890 1.003302 -0.675633
H: 2.018194 -1.115540 1.371256
H: -0.459550 -1.856743 -1.105534
N: -2.455971 -0.081017 -0.061010
N: 2.096756 1.437032 -0.225999
N: 1.068672 -0.734810 -0.449432
N: -0.223349 -1.211280 -0.380273
O: 2.038953 -1.384860 0.377508

Cartesian forces (eV/Å) of the 3 atoms listed first:
1.1 -0.2 1.2
-3.5 0.3 -1.4
3.1 -0.8 -0.6



Record 2
Below is a structure of composition C39H38N8O5SSc in a non-equilibrium geometry, with properties calculated with the ωB97M-V functional and the def2-TZVPD basis.

Results
- energy relative to the best compared isomer or geometry (same formula, charge and spin) (kcal/mol) = 20.73
- spin multiplicity = 1
- total charge = -1
- DFT total energy (eV) = -94759.5249
- frontier orbital gap (eV) = 6.04
- HOMO energy (eV) = -4.582

Element x y z (Å)
Sc: -0.189413 0.030392 -1.414914
C: 3.744955 -0.938601 -3.273601
O: 3.667741 -0.145916 -4.444595
C: 2.496737 0.455068 -4.843185
C: 2.463636 0.760179 -6.188937
C: 1.376214 1.403197 -6.778874
C: 0.311852 1.749265 -5.983015
C: 0.308808 1.448819 -4.614086
C: -0.765583 2.015051 -3.828379
N: -0.926787 1.808845 -2.576424
N: -1.845902 2.633659 -1.935458
C: -1.758153 2.409045 -0.654430
O: -1.002797 1.534872 -0.096525
C: -2.603488 3.264494 0.236416
C: -2.552526 3.063188 1.610820
C: -3.339877 3.827927 2.462380
C: -4.185556 4.797520 1.945288
C: -4.239752 5.001834 0.570071
C: -3.453248 4.241993 -0.280128
C: 1.397519 0.775339 -3.991392
O: 1.420876 0.519737 -2.715200
H: 4.785346 -1.261871 -3.220221
H: 3.099173 -1.816376 -3.351300
H: 3.474552 -0.388892 -2.376059
H: 3.324468 0.469728 -6.778705
H: 1.381136 1.626586 -7.837099
H: -0.540977 2.274282 -6.397406
H: -1.424015 2.738207 -4.315332
H: -1.892688 2.293055 1.987859
H: -3.294001 3.663016 3.531386
H: -4.799295 5.394531 2.608204
H: -4.896079 5.760645 0.162155
H: -3.479265 4.385723 -1.352203
O: -0.712675 -3.047986 -4.197019
C: -0.361139 -2.367104 -3.246472
O: -0.817817 -1.224410 -2.899855
C: 0.752525 -2.909210 -2.353777
C: 1.180940 -4.221664 -2.516219
C: 2.178648 -4.704732 -1.691822
C: 2.728453 -3.852238 -0.744364
C: 2.246849 -2.557771 -0.664034
N: 1.277804 -2.090303 -1.444822
H: 0.711667 -4.816110 -3.285983
H: 2.528908 -5.725311 -1.785138
H: 3.515643 -4.177221 -0.077962
H: 2.667374 -1.861212 0.052541
C: -2.042104 -4.587741 1.152222
C: -2.176598 -3.182694 1.754953
C: -3.662792 -2.810482 1.850151
C: -1.554878 -3.167930 3.157418
C: -1.491899 -2.209083 0.889932
C: -0.993509 -1.390927 0.135271
H: -2.586771 -5.319694 1.756002
H: -0.992573 -4.883259 1.104851
H: -2.440745 -4.601877 0.137814
H: -4.208396 -3.553625 2.439065
H: -4.100579 -2.751355 0.853790
H: -3.778403 -1.833811 2.322346
H: -2.095531 -3.845164 3.825112
H: -1.588267 -2.162136 3.578952
H: -0.511124 -3.486324 3.115042
C: 3.957264 1.076042 0.828742
C: 2.883764 1.119972 -0.049922
N: 1.703174 0.585038 0.236625
C: 1.537858 0.000999 1.421920
C: 2.547241 -0.077614 2.375483
C: 3.788068 0.459789 2.055357
C: 2.278059 -0.810101 3.627416
C: 2.535422 -0.460123 4.887253
C: 3.089972 0.803892 5.393597
C: 3.510924 0.886927 6.719804
C: 4.000396 2.099656 7.158275
N: 4.074083 3.170175 6.369206
C: 3.640571 2.986914 5.125061
N: 3.156971 1.873644 4.596827
H: 4.905310 1.512855 0.546639
H: 2.968279 1.568964 -1.032501
H: 0.556596 -0.426165 1.606665
H: 4.604662 0.400907 2.763280
H: 1.801100 -1.774645 3.481964
H: 2.287780 -1.176947 5.662928
H: 3.456570 0.030487 7.377417
H: 4.346243 2.225219 8.178534
H: 3.686465 3.847056 4.466650
N: -5.800909 1.108986 -2.581635
C: -4.838006 0.639813 -1.723243
N: -4.867369 1.220237 -0.492107
S: -3.743980 -0.522584 -2.136170
H: -6.666709 1.431270 -2.177946
H: -5.888045 0.568651 -3.426951
H: -5.177203 2.178738 -0.430026
H: -4.071198 0.998796 0.085753

Cartesian forces (eV/Å) of the 3 atoms listed first:
1.1 0.3 0.2
0.0 -0.1 0.0
0.1 0.3 0.1



Record 3
Below is the molecule C3H5NO3 in a non-equilibrium geometry, with properties calculated with the ωB97M-V functional and the def2-TZVPD basis.

Results
- energy relative to the best compared isomer or geometry (same formula, charge and spin) (kcal/mol) = 60.74
- spin multiplicity = 1
- DFT total energy (eV) = -10823.0541
- frontier orbital gap (eV) = 8.29
- HOMO energy (eV) = -7.824

Element x y z (Å)
C: 1.073231 0.065990 0.315222
N: 1.848348 -1.007301 0.336062
O: 1.729731 1.192317 0.072544
O: -0.098030 0.021716 0.903192
H: 1.066415 1.855288 -0.184853
H: 1.434492 -1.891646 0.582211
H: 2.747787 -0.977134 -0.117693
C: -2.425781 0.104478 -0.119056
C: -1.131263 0.125230 -0.404443
O: -0.340455 0.286924 -1.371163
H: -2.759398 -0.015316 0.900154
H: -3.145077 0.239452 -0.912177

Cartesian forces (eV/Å) of the 3 atoms listed first:
0.1 -0.1 2.2
-0.3 0.2 -0.5
-0.8 -0.5 -0.5



Record 4
Below is a cluster of 2 separate species, C7H13NO in total in a non-equilibrium geometry, with properties calculated with the ωB97M-V functional and the def2-TZVPD basis.

Results
- SMILES string = C=C(C)OC.CC=C=N
- energy relative to the best compared isomer or geometry (same formula, charge and spin) (kcal/mol) = 103.53
- spin multiplicity = 1
- DFT total energy (eV) = -11003.2634
- frontier orbital gap (eV) = 9.03
- HOMO energy (eV) = -8.143

Element x y z (Å)
C: -0.562951 0.245989 1.584133
C: -0.248283 2.549346 2.501230
C: 1.484376 -2.113816 -0.423467
C: -0.835195 -1.721237 -1.281527
C: 0.105013 0.783071 -2.224721
C: -0.079494 1.435933 1.506567
C: 0.409433 -1.281283 -1.087194
N: -0.923556 -0.868933 1.900658
O: 0.941997 -0.074921 -1.406086
H: 0.811333 2.907448 2.682469
H: -0.856742 2.065413 3.256134
H: -0.851240 3.381367 1.899441
H: 1.210830 -2.111112 0.534121
H: 2.507204 -1.530646 -0.621338
H: 1.381919 -3.162615 -0.798525
H: -1.182545 -2.768897 -1.080960
H: -1.747281 -1.435134 1.675830
H: -1.691767 -1.068762 -1.682717
H: -0.115550 0.396737 -3.208492
H: 0.596926 1.706567 -2.515608
H: -0.868693 1.036318 -1.943490
H: 0.514264 1.629167 0.733542

Cartesian forces (eV/Å) of the 3 atoms listed first:
-1.4 -1.3 0.9
-0.5 0.9 -2.5
1.7 0.9 -4.6



Which of these has the lowest energy relative to the best compared isomer or geometry (same formula, charge and spin)? C39H38N8O5SSc



Which value of DFT total energy does entry 4 give? -11003.2634 eV